Record 1
Computed, not measured: 4 unconnected molecules or ions with the total composition C35H61F7N2O9S, with wB97M-V/def2-TZVPD.

```
115
Properties=species:S:1:pos:R:3:forces:R:3:mulliken_charge:R:1
C -1.648018 3.573879 0.812259 -1.0 -0.7 0.1 -1.00
C -1.006701 2.988746 -0.536330 -0.5 2.2 -0.2 0.20
O 0.234372 2.261322 -0.365534 -1.8 -1.5 -0.1 -0.29
C 0.002338 0.829162 -0.214239 1.3 0.8 0.5 -0.36
O 0.485869 0.046475 -1.305108 -0.7 1.0 0.5 -0.15
C -0.380962 0.095595 -2.457725 -1.1 0.4 0.4 0.23
C -1.647971 -0.841957 -2.154972 -1.5 0.2 0.1 -0.75
C -3.059920 -0.084725 -2.486946 0.3 -1.3 -0.1 -0.28
C -4.134027 -1.200915 -2.977553 1.1 0.2 -0.9 -0.62
S -4.585248 -2.408033 -1.614105 0.4 0.0 -0.2 -0.24
C 0.372230 -0.259491 -3.862045 -0.2 2.2 1.5 -0.01
O -0.500551 0.321860 -4.877722 -0.1 -2.9 0.7 -0.10
C -1.364040 -0.641886 -5.517105 -1.6 0.4 -2.1 0.27
C -0.707290 -1.344148 -6.842570 -0.8 0.6 0.1 -0.52
N -0.822129 -2.833228 -6.824768 -0.3 1.1 0.5 -0.59
O 0.535051 -1.687910 -3.965993 1.7 0.8 -0.3 -0.40
C 1.783502 -2.180247 -3.507052 3.4 -1.3 1.8 0.76
O 2.349179 -1.957177 -2.422089 -3.0 -0.3 -3.7 -0.52
C 2.537047 -3.222677 -4.483247 0.8 -2.0 -1.7 0.52
C 3.465884 -4.269286 -3.760239 0.1 -0.5 -2.4 -0.49
C 4.252488 -5.376985 -4.490136 -3.0 3.1 -2.5 -0.50
C 4.073946 -5.430031 -6.057839 -1.6 2.5 2.5 -0.37
C 3.175020 -4.388446 -6.773974 0.5 -0.2 2.8 -0.91
C 2.385906 -3.256428 -6.019501 2.6 -3.1 2.3 0.02
N 1.675817 0.457955 -4.015426 -1.5 0.5 -0.9 0.27
C 2.152464 0.492931 -5.429182 1.5 0.2 -0.9 -0.74
C 1.619745 1.865495 -3.571034 2.2 2.0 4.4 0.49
C 0.888791 3.081131 -4.295943 -0.4 -0.3 -1.6 -0.74
O 2.261581 2.149328 -2.513572 -2.5 -1.0 -4.3 -0.58
C 0.917671 0.392215 1.061361 0.1 -2.4 -1.9 0.15
F 2.288921 0.722450 0.883476 -3.3 -0.3 0.9 -0.29
F 0.872090 -1.054424 1.055003 0.1 3.0 0.3 -0.36
C 0.312493 0.838701 2.476181 0.1 -1.3 1.7 0.85
F 0.591790 -0.245704 3.385091 -0.8 2.5 -1.9 -0.33
F -1.093555 1.001085 2.499896 3.0 -0.4 -0.6 -0.29
C 0.998069 2.139614 3.135713 0.2 0.3 2.0 0.56
F 0.043445 2.706371 4.031587 2.5 -0.7 -2.6 -0.24
F 1.443002 3.102289 2.218420 -1.0 -2.5 2.6 -0.16
F 2.050508 1.658514 3.980916 -2.2 1.8 -2.5 -0.27
H -2.390449 2.788767 1.228746 1.3 1.3 -0.5 0.20
H -0.901644 3.825147 1.635087 -0.9 -0.3 -1.3 0.11
H -2.298463 4.502291 0.589283 1.2 -1.4 0.2 0.43
H -1.830735 2.412415 -1.083343 1.3 0.5 0.7 -0.04
H -0.754268 3.901736 -1.200379 -0.2 -1.6 1.0 0.26
H -1.109502 0.712472 0.017084 1.4 -0.4 -0.2 0.53
H -0.800394 1.172351 -2.552908 0.9 -1.6 -0.2 0.18
H -1.683254 -1.824974 -2.729823 0.5 1.3 0.7 0.49
H -1.728229 -1.126127 -1.036410 0.6 0.4 -1.8 0.42
H -3.438138 0.408442 -1.514872 0.5 -0.5 -1.7 0.30
H -2.862612 0.659934 -3.330339 -0.5 -0.8 1.2 0.25
H -5.076794 -0.721342 -3.440351 1.3 -0.9 1.2 0.44
H -3.686514 -1.845231 -3.829366 -0.6 1.2 1.3 0.16
H -3.502021 -3.297340 -1.506993 -0.8 1.2 -0.6 0.14
H -2.250212 -0.028377 -5.949166 1.4 -0.7 1.0 0.28
H -1.856235 -1.407166 -4.823281 1.2 1.0 -0.8 -0.21
H 0.353716 -0.944669 -6.965602 -1.3 -0.8 0.2 0.20
H -1.288111 -0.991130 -7.780015 0.9 -0.4 1.6 0.31
H -0.326208 -3.165932 -5.984487 -0.5 0.0 -0.5 0.24
H -1.840217 -3.014563 -6.704588 1.1 -0.2 0.0 0.32
H 3.562501 -4.212189 -2.616343 -0.3 0.1 -2.1 0.29
H 4.897719 -6.145416 -3.945759 -1.1 1.4 -0.8 0.32
H 4.635472 -6.271635 -6.594315 -1.1 1.6 0.6 0.30
H 3.082590 -4.487282 -7.906624 0.1 0.3 1.8 0.30
H 1.741175 -2.507278 -6.577746 1.0 -1.3 0.8 0.31
H 2.234927 -0.544648 -5.892003 -0.2 1.4 0.8 0.08
H 3.233054 0.908744 -5.394553 -1.7 -0.7 0.0 0.34
H 1.573099 1.181164 -6.129764 0.5 -1.0 1.0 0.30
H 1.641780 3.833787 -4.750705 -1.0 -1.3 1.0 0.24
H 0.200677 3.646836 -3.584976 1.2 -0.9 -0.7 0.09
H 0.235309 2.750950 -5.192712 1.0 0.3 1.6 0.21
C 4.349779 7.875202 -6.633447 0.2 0.0 0.1 -1.05
C 2.989857 7.478705 -6.085502 0.1 0.0 0.0 -0.38
O 2.997604 6.234077 -5.398776 -0.1 -0.2 -0.1 -0.35
C 3.833128 6.146889 -4.251349 -0.1 0.0 0.1 -0.15
C 3.456864 7.127458 -3.153609 0.0 0.2 -0.1 -1.17
H 4.763925 7.075002 -7.252208 -0.1 0.1 0.0 0.29
H 4.266310 8.779640 -7.240772 0.0 -0.1 0.0 0.39
H 5.065369 8.072930 -5.831778 0.0 0.1 -0.1 0.27
H 2.294123 7.365480 -6.920369 0.0 -0.2 0.1 0.33
H 2.581359 8.264547 -5.440334 0.1 0.0 0.0 0.31
H 4.884434 6.256144 -4.535723 0.0 0.1 0.0 0.29
H 3.720872 5.130477 -3.863876 -0.1 0.0 -0.2 0.25
H 3.625328 8.162282 -3.464667 0.0 -0.1 0.1 0.31
H 4.055333 6.945210 -2.257974 0.0 0.0 -0.1 0.40
H 2.399275 7.031134 -2.895184 0.1 -0.1 0.0 0.29
C -2.381998 -1.916654 7.538203 0.2 0.0 0.1 -0.95
C -3.054992 -0.702669 6.921547 0.1 0.0 0.0 -0.35
O -2.725218 0.517578 7.570804 -0.2 0.1 0.1 -0.45
C -1.353013 0.885294 7.566857 0.0 0.1 -0.1 -0.61
C -0.784434 1.086939 6.172470 -0.1 -0.3 0.0 -0.79
H -2.581291 -1.963791 8.612073 -0.1 0.0 -0.1 0.28
H -2.751399 -2.834018 7.073082 0.0 0.1 0.0 0.43
H -1.297489 -1.886001 7.407619 -0.1 -0.1 -0.1 0.26
H -4.137821 -0.817020 7.012317 0.1 0.2 0.1 0.36
H -2.835110 -0.633053 5.850202 0.1 -0.1 0.0 0.19
H -0.761665 0.158570 8.133298 0.0 -0.1 0.0 0.33
H -1.285946 1.830859 8.111575 -0.2 -0.1 0.0 0.36
H -0.757747 0.149036 5.610838 0.1 0.1 0.0 0.19
H 0.235783 1.472817 6.228586 -0.1 0.0 0.0 0.42
H -1.395658 1.791277 5.604620 0.0 0.0 0.2 0.30
C -2.916997 -4.883972 12.586726 0.1 0.2 -0.1 -1.00
C -2.956280 -6.240527 11.904512 0.0 0.1 0.0 -0.31
O -3.558045 -6.209217 10.617328 -0.2 -0.1 0.0 -0.44
C -2.928088 -5.388740 9.644277 0.1 -0.1 -0.1 -0.19
C -1.500872 -5.806745 9.332672 0.2 0.0 0.2 -1.03
H -3.915141 -4.439677 12.618184 0.0 -0.1 0.0 0.28
H -2.545627 -4.983021 13.609546 0.0 0.0 -0.1 0.38
H -2.264125 -4.185394 12.057760 0.0 0.0 0.1 0.25
H -3.559612 -6.921115 12.509882 -0.1 0.0 -0.2 0.33
H -1.953919 -6.679156 11.843315 0.0 0.1 0.0 0.28
H -2.975495 -4.336939 9.943964 0.1 0.0 0.0 0.22
H -3.524129 -5.478201 8.732088 -0.1 -0.1 0.2 0.28
H -0.843231 -5.662647 10.194379 0.0 0.0 -0.1 0.27
H -1.102365 -5.215509 8.504540 0.0 0.0 0.1 0.38
H -1.458469 -6.864641 9.061567 -0.1 0.1 0.0 0.30
```
Forces are in eV/Å.

Results
E_LUMO in eV: -0.3
SMILES: CCO[C@@H](O[C@H](CCCS)[C@](OCCN)(OC(=O)c1ccccc1)N(C)C(C)=O)C(F)(F)C(F)(F)C(F)(F)F.CCOCC.CCOCC.CCOCC



Record 2
Computed, not measured: a molecular structure, C58H62N12O10PS4SeTl, with wB97M-V/def2-TZVPD.

```
149
Properties=species:S:1:pos:R:3:forces:R:3:mulliken_charge:R:1
Tl -0.303716 0.529390 -0.687637 -0.1 -0.1 0.1 0.83
N -2.917776 0.145484 -3.924376 0.0 0.1 -0.1 -0.44
C -2.032500 -0.906394 -4.014960 0.2 -0.1 0.1 0.16
N -0.833848 -0.866739 -3.539490 -0.2 0.1 -0.2 0.35
C -0.142212 -2.019096 -3.828598 0.0 0.0 0.0 -0.19
C -0.839839 -2.965413 -4.509813 0.0 0.0 0.0 -0.36
S -2.432892 -2.383368 -4.847055 0.0 0.0 0.0 -0.37
C 1.239632 -2.141937 -3.338490 0.2 0.0 0.0 -0.79
C 2.166338 -3.024291 -3.795815 0.0 0.0 0.0 -0.37
S 3.644125 -2.818824 -2.911900 0.0 -0.1 -0.1 -0.41
C 2.890227 -1.527112 -1.996952 0.2 0.4 0.4 -0.08
N 1.651958 -1.302064 -2.330943 -0.1 -0.1 -0.1 0.65
N 3.523832 -0.870018 -1.000315 0.2 -1.1 -0.7 0.33
H -2.598019 0.822741 -3.242976 0.0 0.0 0.0 0.04
H -3.881168 -0.113970 -3.781694 0.0 0.0 0.1 0.34
H -0.538850 -3.965852 -4.774917 0.0 0.0 0.0 0.42
H 2.080872 -3.732432 -4.603630 0.0 0.0 0.0 0.53
H 4.527434 -0.882706 -0.965264 0.1 0.0 0.0 0.24
H 3.039209 -0.053308 -0.556855 -0.2 0.3 0.1 -0.59
Se -6.685873 -5.614299 -1.520842 0.0 0.0 0.0 0.12
N -4.894215 -5.666198 -1.556931 -0.1 -0.1 0.0 -0.94
C -4.473461 -4.458991 -1.317850 0.0 0.0 0.0 0.60
C -3.064765 -4.095120 -1.234526 0.0 0.0 0.0 0.80
C -2.040183 -5.035628 -1.340861 0.0 0.0 0.0 -0.93
C -0.740039 -4.617880 -1.170976 -0.1 0.0 -0.2 -1.97
C -0.501679 -3.268854 -0.901805 0.0 0.1 -0.1 -0.07
N -1.461162 -2.362497 -0.849903 0.3 -0.1 -0.1 1.77
C -2.721918 -2.758568 -1.009270 -0.1 0.1 0.1 -0.16
C -3.769044 -1.718296 -0.846737 0.0 0.0 0.0 -1.06
N -3.356904 -0.462469 -0.655299 -0.1 0.0 -0.3 1.16
C -4.255662 0.464265 -0.366191 0.0 0.0 -0.1 -0.41
C -5.625871 0.203303 -0.298555 0.0 0.0 0.0 -1.35
C -6.065746 -1.075371 -0.556873 0.0 0.0 0.0 -0.64
C -5.123671 -2.066857 -0.833970 0.0 0.0 0.0 0.88
C -5.500582 -3.450223 -1.101508 0.1 0.0 0.1 0.80
N -6.733283 -3.857653 -1.169708 -0.1 -0.1 0.0 -0.96
H -2.289697 -6.072599 -1.526281 0.0 0.0 0.0 0.54
H 0.091083 -5.309205 -1.230612 0.0 0.0 0.0 0.57
H 0.508800 -2.910482 -0.728020 -0.1 0.0 0.0 0.36
H -3.847798 1.449757 -0.157778 0.0 0.0 -0.1 0.21
H -6.315352 0.995504 -0.038138 0.0 0.0 0.0 0.52
H -7.115594 -1.336091 -0.523891 0.0 0.0 0.0 0.48
O -2.178328 3.366455 2.525537 0.0 -0.2 -0.1 -0.81
C -2.248267 2.306155 1.877667 0.0 0.0 0.0 -0.36
O -1.900790 2.150120 0.664777 -0.2 0.1 0.2 -0.14
C -2.917879 1.104583 2.539549 0.0 0.0 0.0 0.29
C -3.943366 1.364889 3.396507 0.0 0.0 -0.1 -0.41
C -4.756761 0.333757 3.913519 -0.1 0.0 0.0 -1.08
C -4.541889 -0.977705 3.536793 0.1 0.1 0.0 -0.41
C -3.467266 -1.275098 2.726573 0.0 -0.1 0.0 -0.36
C -2.535838 -0.271631 2.198160 0.1 0.0 -0.2 0.03
O -1.574550 -0.556642 1.480098 0.0 0.0 0.4 0.46
N -3.346168 -2.665041 2.345519 0.0 0.0 0.0 0.96
O -4.378111 -3.332606 2.234110 0.1 0.1 0.0 -0.72
O -2.240256 -3.142873 2.139763 0.0 0.0 0.1 -0.58
N -5.843807 0.638590 4.794205 0.0 0.0 0.1 1.02
O -6.072288 1.814386 5.064938 0.0 -0.1 0.0 -0.69
O -6.517084 -0.284339 5.254917 0.1 0.1 -0.1 -0.70
H -4.145541 2.394818 3.654058 0.0 0.0 0.0 0.64
H -5.197298 -1.761640 3.880440 0.0 0.0 0.0 0.63
C 2.748917 1.529559 -5.413462 0.1 0.0 0.0 -1.61
P 1.544998 1.805010 -4.035048 -0.1 0.0 0.0 1.21
C 2.721418 2.385227 -2.756595 0.1 0.0 0.0 -0.70
C 0.862544 3.422526 -4.588447 0.0 0.1 0.0 -0.96
H 3.419554 2.385465 -5.551148 0.0 0.0 0.0 0.40
H 2.211395 1.346790 -6.347040 0.0 0.0 0.0 0.41
H 3.349688 0.643021 -5.194507 0.0 0.0 0.0 0.37
H 3.233467 3.300983 -3.067573 0.0 -0.1 0.0 0.50
H 3.463350 1.607850 -2.561671 0.0 0.0 0.0 0.45
H 2.205546 2.562703 -1.812873 0.0 0.0 -0.1 -0.56
H 1.654725 4.140298 -4.831627 0.0 0.0 0.0 0.31
H 0.248916 3.827211 -3.780876 0.0 0.0 0.0 -0.07
H 0.227516 3.275584 -5.466183 0.0 0.0 0.0 0.41
C 5.289589 -1.687186 2.534878 0.0 0.1 0.1 -0.74
C 5.566604 -3.139203 2.158938 0.1 0.0 0.0 -0.74
C 4.455699 -4.131640 2.530771 -0.1 0.1 0.0 -0.42
C 3.419844 -4.429962 1.440723 -0.1 -0.1 -0.1 -0.35
N 2.492204 -3.356590 1.067518 0.1 0.1 0.5 0.76
C 1.548069 -2.943387 2.024702 -0.1 -0.1 -0.5 -0.86
S 1.502158 -1.394526 2.589685 0.1 0.2 0.1 -0.11
N 0.620804 -3.846881 2.397657 0.2 -0.1 0.3 0.59
C 0.259440 -5.096309 1.759983 -0.2 -0.1 0.0 0.02
C 0.036009 -6.237059 2.753339 0.0 0.0 0.0 -1.34
C 1.263366 -6.764439 3.500242 0.0 0.0 0.0 -0.50
C 1.800661 -5.847266 4.595880 0.0 0.0 0.0 -0.88
H 6.108050 -1.028431 2.238204 0.0 0.0 0.0 0.44
H 5.161819 -1.590204 3.616143 0.0 0.0 0.0 0.30
H 4.375480 -1.294095 2.097042 -0.1 0.0 -0.1 -0.11
H 6.485736 -3.446363 2.668629 0.0 0.0 0.0 0.37
H 5.781657 -3.230352 1.085503 0.0 0.1 0.0 0.27
H 3.945170 -3.785452 3.435806 0.0 0.0 0.0 0.14
H 4.907311 -5.099980 2.777225 0.0 0.0 0.0 0.38
H 2.826006 -5.284519 1.767505 0.1 0.0 0.0 0.01
H 3.936116 -4.741192 0.526592 0.0 0.0 0.0 0.49
H 2.988022 -2.525962 0.761874 0.0 0.1 -0.1 -0.44
H -0.100040 -3.422841 2.962881 -0.1 0.0 0.0 0.32
H 1.019744 -5.352668 1.021814 -0.1 0.0 0.0 0.78
H -0.677834 -4.940756 1.215929 0.1 0.0 0.2 -0.31
H -0.414294 -7.063231 2.193280 0.0 0.0 0.0 0.47
H -0.722449 -5.916431 3.476655 0.0 0.0 0.0 0.28
H 2.057074 -6.989013 2.778549 0.0 0.0 0.0 0.27
H 0.997130 -7.726749 3.950095 0.0 0.0 0.0 0.42
H 2.173228 -4.904825 4.200163 0.0 0.0 0.0 0.01
H 2.612371 -6.331686 5.144733 0.0 0.0 0.0 0.33
H 1.012041 -5.602579 5.312308 0.0 0.0 0.0 0.33
O -0.297823 3.549459 -1.556553 0.0 0.0 0.0 -0.64
S -0.369667 4.239637 -0.230223 0.1 0.0 0.0 0.97
C 0.564469 5.783341 -0.467773 0.1 0.1 0.1 -1.26
C 2.020199 5.493169 -0.710805 0.0 0.0 0.0 0.34
C 2.650259 5.996067 -1.844070 0.0 0.0 0.0 -0.25
C 4.002188 5.765497 -2.060694 0.0 0.0 0.0 -0.83
C 4.729240 5.004660 -1.157891 0.0 0.0 0.0 -0.59
C 4.103490 4.470781 -0.037832 0.0 0.2 0.0 -0.46
C 2.758787 4.725445 0.188788 -0.1 0.0 0.0 -0.13
C -2.008451 5.052026 -0.132649 0.0 0.1 0.0 -0.81
C -2.482058 5.544394 -1.460723 0.0 0.0 0.0 -0.11
C -2.856010 4.628646 -2.445752 0.0 0.0 0.0 0.07
C -3.269567 5.062724 -3.695097 0.0 0.0 0.0 -0.75
C -3.318073 6.421328 -3.982983 0.0 0.0 0.0 -0.40
C -2.950486 7.341359 -3.012620 0.0 0.0 0.0 -0.69
C -2.531423 6.902674 -1.762708 0.0 0.0 0.0 -0.18
H 0.429874 6.340229 0.465842 0.0 0.0 0.0 0.55
H 0.134291 6.353536 -1.293748 0.0 -0.1 0.0 0.39
H 2.073113 6.567212 -2.563639 0.0 0.0 0.0 0.34
H 4.479099 6.159720 -2.951265 0.0 0.0 0.0 0.34
H 5.776562 4.794817 -1.341203 0.0 0.0 0.0 0.39
H 4.638629 3.809816 0.632016 0.0 0.1 -0.1 0.35
H 2.273676 4.292651 1.059192 0.0 0.1 0.0 0.65
H -1.914537 5.849080 0.605349 0.0 0.0 0.0 0.56
H -2.639326 4.274907 0.286882 0.0 0.0 0.0 -0.16
H -2.797272 3.572665 -2.218693 0.0 0.0 0.0 0.40
H -3.543117 4.336039 -4.451267 0.0 0.0 0.0 0.43
H -3.638588 6.759560 -4.961287 0.0 0.0 0.0 0.37
H -2.988216 8.403298 -3.227025 0.0 0.0 0.0 0.37
H -2.240679 7.623265 -1.005529 0.0 0.0 0.0 0.38
O 4.420243 1.702286 0.692037 -0.3 -0.4 0.1 -0.94
C 3.209390 1.565136 0.960006 0.2 0.0 0.3 -0.64
O 2.336515 1.019726 0.222306 -0.1 0.5 0.1 0.81
C 2.711834 2.053605 2.315442 0.0 -0.1 0.0 0.23
C 1.351310 2.070085 2.611838 0.1 0.0 0.1 1.21
C 0.908339 2.446210 3.872947 0.0 0.1 0.0 -0.93
C 1.828342 2.804310 4.849380 0.0 0.0 0.0 -0.70
C 3.188976 2.794927 4.560168 0.0 0.0 0.0 -0.83
C 3.626501 2.424130 3.296737 0.0 0.0 -0.1 -0.60
H 0.638218 1.780261 1.852607 0.0 0.0 0.0 0.46
H -0.153062 2.471513 4.079676 0.0 0.0 0.0 0.39
H 1.483582 3.092259 5.836450 0.0 0.0 0.0 0.37
H 3.908196 3.072159 5.323960 0.0 0.0 0.0 0.33
H 4.679514 2.399126 3.043283 0.0 0.0 0.0 0.44
```
Forces are in eV/Å.

Results
E_LUMO in eV: 3.0
Total charge: -2
Relative energy (zero: lowest compared OMol25 entry of this formula, charge and spin) in eV: 0.000